A molecular structure, C9H7NNiO4S at a distorted geometry. Source: OMol25; level of theory: wB97M-V/def2-TZVPD.

**Multiplicity**: 3
**E_tot**: -70981.8537 eV
**Total charge**: +2

Each line ends with the Mulliken charge.
Geometry (Å):
Ni 0.083 0.189 -0.077  0.417
C -0.064 0.600 1.671  0.354
O -0.116 0.584 2.824  -0.078
C 0.094 1.725 -0.960  0.440
O 0.094 2.728 -1.541  -0.086
C -1.601 0.136 -0.638  0.418
O -2.492 -0.206 -1.303  -0.085
C 1.738 0.534 -0.704  0.389
O 2.679 0.563 -1.394  -0.088
C -0.021 -1.467 -3.968  -0.469
H 0.910 -2.032 -3.840  0.280
H -0.953 -2.029 -3.839  0.285
C -0.020 -0.170 -4.301  -0.580
H -0.951 0.392 -4.447  0.309
H 0.911 0.385 -4.465  0.322
S -0.639 -4.442 0.148  0.028
C 0.561 -4.127 1.363  -0.261
C 0.755 -2.766 1.501  -0.480
N 0.030 -2.013 0.580  -0.080
C -0.761 -2.764 -0.180  -0.091
H 1.077 -4.899 1.916  0.436
H 1.415 -2.306 2.234  0.369
H -1.455 -2.427 -0.948  0.251

Force components x, y, z for each atom (eV/Å):
Ni 0.502 -3.897 1.174
C -0.156 0.238 7.641
O 0.132 0.310 -4.919
C -1.237 9.619 -4.484
O 0.134 -4.300 2.363
C -8.565 -3.633 -4.255
O 3.907 2.186 3.180
C 9.768 -2.038 -3.872
O -4.607 0.451 3.313
C 0.067 -0.255 0.434
H -0.359 0.245 -0.164
H 0.325 0.245 -0.142
C -0.006 0.498 0.309
H 0.341 -0.302 -0.054
H -0.341 -0.301 -0.020
S 0.733 0.886 0.397
C -0.414 1.369 -0.267
C -0.137 -0.938 -0.627
N -0.390 0.634 -0.463
C 0.364 -0.967 0.543
H -0.239 -0.061 -0.023
H -0.174 -0.020 -0.363
H 0.352 0.032 0.297

=====

C9H7NO2 in the gas phase at a distorted geometry. Source: OMol25; level of theory: wB97M-V/def2-TZVPD.

**Structure (SMILES)**: Oc1cc(O)c2ncccc2c1
**E_tot**: -15027.5871 eV

Each line ends with the Mulliken charge.
Geometry (Å):
O -3.470 -0.962 0.055  -0.537
C -2.105 -0.519 0.111  0.436
C -1.816 0.930 -0.207  -0.585
C -0.580 1.410 -0.157  0.045
O -0.005 2.653 -0.041  -0.632
C 0.576 0.363 -0.033  0.841
N 1.816 0.985 0.263  -0.603
C 2.845 0.155 0.277  -0.281
C 2.601 -1.250 -0.205  -0.508
C 1.434 -1.693 -0.312  -0.214
C 0.265 -1.013 -0.063  0.661
C -1.058 -1.383 0.165  -0.982
H -3.984 -0.091 0.403  0.350
H -2.518 1.850 -0.119  0.184
H 1.055 2.442 -0.275  0.493
H 3.954 0.427 0.223  0.329
H 3.411 -1.860 0.123  0.357
H 1.553 -2.850 -0.059  0.130
H -1.354 -2.345 0.297  0.516

Force components x, y, z for each atom (eV/Å):
O 0.865 3.957 1.930
C -0.563 2.390 -1.826
C -2.779 1.173 1.496
C 6.430 -1.882 1.226
O 0.756 -1.056 -1.779
C -1.652 2.839 0.634
N -0.356 -2.103 -1.177
C -0.001 -1.598 -3.330
C 7.136 6.132 3.342
C -4.457 -8.321 1.775
C 0.740 3.682 -0.272
C -1.519 1.130 -0.593
H 1.470 -3.191 -1.318
H 0.149 -2.188 -0.393
H -3.283 0.649 1.430
H -1.836 0.375 0.993
H 0.681 -0.796 -0.927
H -1.416 1.852 -1.441
H -0.366 -3.043 0.230

=====

2 unconnected molecules or ions with the total composition C9H7NO2 at a distorted geometry. Source: OMol25; level of theory: wB97M-V/def2-TZVPD.

**E_tot**: -15025.0589 eV

Each line ends with the Mulliken charge.
Geometry (Å):
C 0.173 -1.431 -0.897  0.488
C -0.598 -0.875 -1.813  -0.465
C -1.151 0.533 -1.824  0.365
C -0.245 0.770 0.449  0.542
C 0.132 1.772 1.438  -0.949
C 1.233 1.364 2.316  -0.158
C 1.714 0.117 2.351  -0.903
C 1.203 -0.769 1.427  -0.091
C 0.246 -0.484 0.432  0.710
H 0.867 -2.504 0.504  0.290
H -0.867 -3.530 -0.587  0.336
H -0.736 -1.366 -2.858  0.276
H -0.299 2.733 1.473  0.455
H 1.512 1.802 3.343  0.206
H 2.270 0.022 3.244  0.348
H 1.582 -1.726 1.177  0.266
N 0.454 -2.736 -0.581  -0.826
O -1.620 1.013 -2.827  -0.486
O -1.349 1.204 -0.361  -0.404

Force components x, y, z for each atom (eV/Å):
C -2.655 1.986 4.973
C -0.193 0.686 -3.793
C -1.190 -0.044 0.489
C -2.949 4.955 1.057
C 2.818 -3.732 -0.036
C -3.395 3.309 1.301
C -0.658 -1.480 -0.802
C -0.375 -0.342 -1.731
C 2.745 -1.120 -1.273
H -2.178 -2.790 -3.785
H 4.644 2.776 0.350
H -0.027 0.759 2.060
H -0.521 0.742 -0.073
H -0.685 0.918 -2.211
H 1.141 -1.598 0.194
H 1.562 -0.810 1.310
N -1.591 -1.802 2.387
O 0.863 -0.168 2.723
O 2.644 -2.245 -3.141

=====

C9H8Cl2N2O2 in the gas phase at a distorted geometry. Source: OMol25; level of theory: wB97M-V/def2-TZVPD.

**E_tot**: -41576.2034 eV

Each line ends with the Mulliken charge.
Geometry (Å):
C -3.063 0.275 0.621  -0.524
C -2.889 -1.064 0.129  -0.694
C -1.997 1.132 0.600  -0.292
C -1.622 -1.409 -0.296  -0.370
C -0.781 0.847 0.068  0.205
C -0.550 -0.532 -0.264  0.209
C 0.233 1.917 -0.203  0.064
C 3.144 -0.658 -0.193  -0.300
C 1.738 -0.956 0.335  -0.196
N 0.769 -0.991 -0.601  -0.106
N 3.182 0.491 -0.694  0.592
O 3.704 1.343 -1.357  -0.409
O 1.334 1.592 -0.793  -0.553
Cl 0.527 2.806 1.481  -0.310
Cl 1.891 -2.609 1.124  -0.231
H -3.935 0.907 0.834  0.283
H -3.624 -1.796 0.101  0.445
H -2.426 2.095 0.942  0.271
H -1.456 -2.468 -0.648  0.231
H -0.393 2.582 -0.820  0.413
H 3.803 -1.488 -0.171  0.492
H 1.591 -0.262 1.046  0.454
H 0.819 -1.755 -1.241  0.328

Force components x, y, z for each atom (eV/Å):
C -0.190 -1.468 -0.986
C 0.772 2.926 0.685
C -2.046 1.591 0.354
C 0.207 -1.745 -0.158
C 1.592 -2.631 0.240
C 0.408 1.503 -0.125
C -0.858 -0.506 0.637
C -2.557 1.008 -0.143
C 1.671 -2.556 -0.993
N -2.177 0.797 -1.044
N 1.811 1.887 -2.177
O -1.086 -1.940 1.781
O 1.707 0.020 -0.637
Cl -0.044 -0.017 -0.438
Cl 0.189 -0.179 0.539
H -0.520 -1.717 0.220
H -1.477 -0.943 -0.056
H 1.782 0.035 -0.413
H -0.048 1.246 0.484
H 0.675 0.829 0.138
H 1.384 0.064 -0.351
H -1.072 2.181 2.733
H -0.125 -0.384 -0.292